# 1
Here is 4 unconnected molecules or ions with the total composition C24H68BClN10O4P4Si from the Open Molecules 2025 dataset. Energies are from ωB97M-V with the def2-TZVPD basis set.

Each line ends with the Mulliken charge.
Geometry (Å):
C1 1.28 -5.07 -5.18  0.097
C2 2.01 -4.95 -4.23  -0.759
Si1 3.41 -5.18 -3.02  0.091
Cl1 2.50 -5.69 -1.19  -0.382
B1 4.64 -6.67 -3.48  0.819
O1 4.91 -7.59 -2.46  -0.580
N1 5.32 -6.88 -4.74  -0.186
C3 6.79 -6.89 -4.58  -0.982
C4 4.91 -5.94 -5.80  -0.916
P1 4.35 -3.21 -2.67  0.619
C5 4.83 -2.39 -4.27  -1.240
C6 5.91 -3.38 -1.65  -1.103
H1 0.62 -5.27 -6.00  0.451
H2 4.89 -8.47 -2.87  0.300
H3 7.24 -7.84 -4.89  0.294
H4 7.06 -6.73 -3.52  0.341
H5 7.26 -6.05 -5.12  0.331
H6 3.85 -5.98 -6.04  0.281
H7 5.29 -4.93 -5.56  0.205
H8 5.44 -6.24 -6.72  0.371
H9 5.78 -2.83 -4.63  0.300
H10 5.05 -1.32 -4.10  0.403
H11 4.01 -2.54 -4.98  0.357
H12 6.44 -2.42 -1.66  0.376
H13 6.53 -4.17 -2.10  0.264
H14 5.69 -3.66 -0.61  0.333
C7 -4.52 -2.53 -0.81  -0.772
N2 -3.40 -1.62 -0.89  0.157
C8 -3.75 -0.30 -0.36  -0.898
P2 -2.10 -1.62 -2.04  0.930
O2 -1.04 -1.11 -1.10  -0.809
N3 -1.44 -3.21 -2.20  0.361
C9 -2.17 -4.43 -1.94  -1.247
C10 -0.05 -3.39 -1.80  -0.634
N4 -3.17 -1.97 -3.40  -0.100
C11 -2.45 -2.30 -4.65  -1.042
C12 -4.04 -0.82 -3.75  -1.085
H15 -5.25 -2.41 -1.63  0.297
H16 -5.07 -2.37 0.12  0.378
H17 -4.22 -3.57 -0.78  0.183
H18 -4.31 0.31 -1.09  0.242
H19 -2.85 0.26 -0.09  0.081
H20 -4.35 -0.38 0.55  0.409
H21 -2.29 -4.62 -0.86  0.308
H22 -1.63 -5.29 -2.36  0.347
H23 -3.14 -4.44 -2.43  0.380
H24 0.06 -3.45 -0.71  0.241
H25 0.57 -2.57 -2.17  0.230
H26 0.36 -4.30 -2.24  -0.055
H27 -1.78 -1.48 -4.95  0.344
H28 -3.16 -2.48 -5.46  0.437
H29 -1.86 -3.20 -4.56  0.226
H30 -3.46 0.09 -3.92  0.364
H31 -4.78 -0.62 -2.98  0.262
H32 -4.61 -1.04 -4.65  0.400
C13 1.11 3.77 2.11  -0.537
N5 2.30 2.97 1.89  0.116
C14 3.28 3.19 2.94  -1.003
P3 2.95 2.44 0.37  0.771
O3 3.51 1.13 0.89  -0.831
N6 1.72 1.73 -0.60  0.205
C15 0.31 2.06 -0.50  -1.182
C16 1.85 0.32 -0.94  -1.062
N7 2.65 3.99 -0.41  -0.043
C17 2.86 3.95 -1.88  -1.033
C18 3.54 5.07 0.07  -1.067
H33 1.21 4.82 1.78  0.202
H34 0.86 3.80 3.17  0.348
H35 0.23 3.35 1.64  0.010
H36 3.86 4.12 2.80  0.299
H37 4.00 2.37 2.99  0.268
H38 2.81 3.24 3.93  0.366
H39 -0.16 1.60 0.38  0.312
H40 -0.23 1.70 -1.39  0.305
H41 0.14 3.14 -0.49  0.508
H42 1.55 -0.33 -0.11  0.199
H43 2.87 0.08 -1.22  0.562
H44 1.23 0.07 -1.80  0.215
H45 3.88 3.64 -2.13  0.353
H46 2.68 4.94 -2.31  0.402
H47 2.17 3.28 -2.38  0.288
H48 4.59 4.78 0.01  0.368
H49 3.32 5.34 1.10  0.262
H50 3.39 5.98 -0.51  0.394
C19 -4.37 1.66 5.36  -0.769
N8 -3.39 2.49 4.70  0.055
C20 -2.17 1.73 4.42  -0.900
P4 -3.17 4.21 4.83  0.975
O4 -2.73 4.33 3.38  -0.793
N9 -4.69 5.01 4.63  0.153
C21 -5.98 4.42 4.93  -1.251
C22 -4.83 5.90 3.48  -0.996
N10 -3.45 4.13 6.57  -0.113
C23 -3.61 5.47 7.20  -1.079
C24 -2.33 3.50 7.31  -1.077
H51 -4.21 1.55 6.45  0.270
H52 -4.37 0.65 4.94  0.385
H53 -5.39 2.01 5.21  0.192
H54 -1.52 1.64 5.30  0.252
H55 -1.58 2.21 3.63  0.129
H56 -2.40 0.72 4.06  0.396
H57 -6.29 3.70 4.17  0.312
H58 -6.75 5.20 4.99  0.439
H59 -5.99 3.95 5.92  0.363
H60 -5.01 5.34 2.56  0.293
H61 -3.94 6.51 3.35  0.323
H62 -5.66 6.59 3.63  0.315
H63 -2.73 6.10 7.03  0.364
H64 -3.75 5.36 8.28  0.403
H65 -4.48 6.00 6.83  0.320
H66 -1.37 3.97 7.07  0.371
H67 -2.25 2.43 7.09  0.258
H68 -2.50 3.56 8.38  0.403

Properties
Spin multiplicity: 1
DFT total energy, a.u.: -3943.574051
LUMO, Eh: -0.013
E_HOMO, eV: -7.6
SMILES string: C#C[Si@@](Cl)(B(O)N(C)C)P(C)C.CN(C)P(=O)(N(C)C)N(C)C.CN(C)P(=O)(N(C)C)N(C)C.CN(C)P(=O)(N(C)C)N(C)C
Molar mass, u: 759.12



# 2
Here is 10 unconnected molecules or ions with the total composition C24H68N2O10 from the Open Molecules 2025 dataset. Energies are from ωB97M-V with the def2-TZVPD basis set.

Each line ends with the Mulliken charge.
Geometry (Å):
N1 18.24 -6.43 11.21  -0.330
C1 19.00 -7.30 10.65  0.276
N2 18.42 -8.37 10.32  -0.337
O1 20.42 -7.22 10.72  -0.566
H1 18.75 -5.64 11.67  -0.032
H2 17.18 -6.44 11.30  0.275
H3 18.94 -9.21 10.10  0.281
H4 17.40 -8.34 10.08  0.218
C2 26.08 -3.19 11.97  -1.063
C3 25.36 -3.97 10.86  1.034
C4 26.12 -5.21 10.60  -1.249
O2 24.19 -4.43 11.07  0.134
H5 26.25 -2.11 11.75  0.369
H6 27.15 -3.45 12.06  0.377
H7 25.58 -3.32 12.94  0.078
H8 25.39 -3.40 9.91  0.328
H9 25.73 -5.77 9.79  -0.065
H10 26.15 -5.93 11.42  0.341
H11 27.17 -5.09 10.37  0.505
H12 23.78 -5.05 10.42  -0.153
C5 23.94 -1.66 14.76  -1.939
C6 22.89 -1.98 13.71  3.553
C7 21.85 -0.88 13.67  -1.851
O3 23.39 -2.07 12.57  -0.527
H13 24.45 -2.56 15.17  0.137
H14 23.55 -0.97 15.45  0.641
H15 24.75 -1.05 14.27  0.464
H16 22.39 -2.90 13.86  -1.540
H17 21.00 -1.04 12.94  0.207
H18 22.30 0.05 13.31  0.456
H19 21.44 -0.70 14.64  0.411
H20 23.48 -3.00 12.39  0.074
C8 21.95 -10.02 11.44  -0.140
C9 22.58 -11.31 11.85  0.305
C10 22.15 -11.76 13.28  -1.291
O4 22.34 -12.27 11.05  -0.593
H21 20.93 -9.98 11.79  0.223
H22 21.94 -9.90 10.37  0.182
H23 22.43 -9.19 11.93  -0.336
H24 23.62 -11.24 11.86  0.311
H25 22.40 -11.00 14.05  0.183
H26 22.74 -12.63 13.56  0.425
H27 21.03 -12.02 13.31  0.289
H28 22.76 -12.02 10.20  0.365
C11 20.61 -4.29 12.31  -0.287
C12 19.65 -4.05 13.46  0.815
C13 18.22 -3.67 13.04  -2.102
O5 19.52 -4.97 14.23  -0.257
H29 20.83 -3.37 11.83  0.308
H30 20.20 -4.96 11.54  0.492
H31 21.60 -4.69 12.66  -0.735
H32 20.18 -3.30 14.09  0.212
H33 17.79 -3.15 13.82  0.600
H34 17.59 -4.59 12.88  0.452
H35 18.14 -3.04 12.13  0.268
H36 19.85 -4.60 15.06  0.258
C14 22.65 -4.62 16.59  -0.167
C15 21.49 -3.83 17.17  0.522
C16 21.53 -2.26 17.10  -1.144
O6 20.34 -4.22 16.82  -0.592
H37 22.51 -5.70 16.58  -0.471
H38 23.63 -4.41 17.06  0.512
H39 22.89 -4.40 15.51  -0.338
H40 21.41 -4.28 18.16  0.421
H41 21.01 -1.96 16.18  0.078
H42 22.47 -1.73 17.07  0.289
H43 20.92 -1.87 17.92  0.387
H44 20.12 -4.86 17.50  0.399
C17 23.93 -6.31 7.67  -1.788
C18 22.64 -6.56 8.44  0.738
C19 22.20 -8.04 8.16  -0.886
O7 22.66 -6.31 9.66  0.413
H45 23.79 -6.18 6.61  0.492
H46 24.64 -6.97 7.93  0.276
H47 24.40 -5.38 8.04  0.373
H48 21.91 -5.90 8.02  0.455
H49 21.18 -8.27 8.58  0.047
H50 22.76 -8.81 8.63  0.072
H51 22.38 -8.22 7.09  0.437
H52 21.79 -6.56 10.03  -0.372
C20 21.99 -8.42 16.57  -1.744
C21 20.89 -7.64 15.78  1.992
C22 20.20 -8.34 14.65  -0.849
O8 19.96 -7.23 16.49  -0.628
H53 21.55 -9.22 17.09  0.500
H54 22.27 -7.92 17.46  0.499
H55 22.86 -8.60 15.93  0.211
H56 21.39 -6.82 15.29  -0.585
H57 19.59 -9.19 14.81  0.467
H58 21.00 -8.69 14.02  -0.188
H59 19.69 -7.66 13.99  0.031
H60 19.20 -6.88 15.96  0.414
C23 25.38 -8.79 9.91  -0.647
O9 25.61 -9.98 9.13  -0.616
H61 24.33 -8.45 9.93  -0.020
H62 25.95 -7.92 9.50  0.450
H63 25.72 -8.90 10.90  0.490
H64 25.62 -9.72 8.18  0.318
C24 23.69 -6.74 13.07  0.023
O10 24.16 -5.47 13.64  -0.651
H65 23.53 -7.47 13.83  0.362
H66 24.49 -7.05 12.31  -0.106
H67 22.84 -6.69 12.41  -0.207
H68 24.30 -4.88 12.94  -0.122

Properties
Spin multiplicity: 1
DFT total energy, a.u.: -1816.734730
ΔE to the lowest compared entry with this formula, charge and spin, kcal/mol: 195.5
LUMO, Eh: 0.003
E_HOMO, eV: -9.3
SMILES string: NC(N)=O.CC(C)O.CC(C)O.CC(C)O.CC(C)O.CC(C)O.CC(C)O.CC(C)O.CO.CO
Molar mass, u: 544.81